#P
The following is a DFT calculation (ωB97M-V/def2-TZVPD) of a cluster of 2 separate species, C3H10NO in total.

LUMO energy	-5.02	eV
charge	+1

Last column: Mulliken charge in e.
Element x y z (Å)
C (-0.189, -1.745, 1.709)  -0.477
O (-0.936, -0.528, 1.488)  -0.578
H (-0.875, -2.585, 1.714)  0.225
H (0.288, -1.698, 2.685)  0.306
H (0.533, -1.877, 0.905)  0.205
H (-0.644, 0.166, 2.089)  0.341
C (-0.567, 1.086, -1.911)  -0.757
C (1.513, 0.857, -0.682)  -0.032
N (0.312, 0.526, -0.886)  0.127
H (-0.752, 0.297, -2.636)  0.334
H (-1.466, 1.525, -1.495)  0.320
H (-0.017, 1.890, -2.398)  0.300
H (1.969, 1.647, -1.268)  0.256
H (2.166, 0.242, -0.074)  0.257
H (-0.109, -0.151, -0.231)  0.172

---

#Q
The following is a DFT calculation (ωB97M-V/def2-TZVPD) of a cluster of 2 separate species, C3H10NO in total.

LUMO energy	-3.78	eV
charge	+1

Last column: Mulliken charge in e.
Element x y z (Å)
N (0.515, -0.834, -2.393)  -0.487
H (0.440, 0.183, -2.516)  0.391
H (1.313, -1.136, -2.963)  0.397
H (0.706, -1.047, -1.344)  0.347
H (-0.344, -1.236, -2.777)  0.371
C (-1.048, 1.494, 1.728)  -1.131
C (-0.596, 0.219, 1.103)  0.142
C (0.665, -0.030, 0.771)  -0.344
O (1.080, -1.253, 0.210)  -0.644
H (-1.701, 1.307, 2.579)  0.312
H (-0.203, 2.095, 2.060)  0.327
H (-1.627, 2.127, 1.052)  0.282
H (-1.318, -0.581, 0.948)  0.304
H (1.468, 0.687, 0.860)  0.371
H (0.651, -1.995, 0.683)  0.362

---

#Q is favored, and the nearest alternative lies 0.0256 hartree above it.